1 | Molecular formula: H14O7
Method: DFT, wB97M-V/def2-TZVPD

Values from the calculation:
* frontier orbital gap: 10.836 eV

Bonds (Å) are listed after each position.
Geometry (Å):
1 O -1.46 2.51 -1.61  H2 0.970, H3 0.965
2 H -1.10 1.61 -1.49  O1 0.970
3 H -1.06 2.84 -2.41  O1 0.965
4 O 2.48 -0.39 -0.63  H5 0.964, H6 0.967
5 H 3.08 -0.26 0.11  O4 0.964
6 H 2.37 -1.34 -0.70  O4 0.967
7 O -1.82 -2.13 -1.26  H8 0.963, H9 0.963
8 H -2.71 -1.97 -0.93  O7 0.963
9 H -1.59 -1.33 -1.74  O7 0.963
10 O 1.95 2.24 -2.26  H11 0.962, H12 0.961
11 H 2.75 1.93 -1.81  O10 0.962
12 H 1.35 1.49 -2.20  O10 0.961
13 O -0.32 0.47 0.16  H14 0.965, H15 0.974
14 H -0.53 -0.05 0.95  O13 0.965
15 H 0.48 0.04 -0.18  O13 0.974
16 O -2.54 -0.47 2.92  H17 0.964, H18 0.965
17 H -3.37 -0.92 3.12  O16 0.964
18 H -2.80 0.42 2.65  O16 0.965
19 O 1.37 -1.70 2.16  H20 0.964, H21 0.966
20 H 2.23 -2.05 2.40  O19 0.964
21 H 1.24 -0.94 2.75  O19 0.966

---

2 | Molecular formula: H14O7
Method: DFT, wB97M-V/def2-TZVPD

Values from the calculation:
* frontier orbital gap: 11.399 eV

Bonds (Å) are listed after each position.
Geometry (Å):
1 O -0.61 -1.66 2.12  H2 1.001, H3 1.203
2 H -0.61 -0.67 2.23  O1 1.001
3 H -1.78 -1.95 2.08  O1 1.203
4 O 1.85 1.74 2.25  H5 0.934, H6 0.983
5 H 2.33 0.94 2.26  O4 0.934
6 H 1.52 1.81 1.33  O4 0.983
7 O -0.81 0.91 1.99  H8 1.021, H9 1.064
8 H -0.60 1.16 1.03  O7 1.021
9 H -0.09 1.50 2.51  O7 1.064
10 O 0.66 0.85 -2.48  H11 1.054, H12 1.018
11 H 1.44 0.64 -3.16  O10 1.054
12 H 0.21 -0.07 -2.51  O10 1.018
13 O -0.49 -1.39 -2.75  H14 1.031, H15 1.030
14 H -1.44 -1.32 -3.13  O13 1.031
15 H -0.67 -1.73 -1.80  O13 1.030
16 O 0.68 2.19 -0.10  H17 1.025, H18 0.972
17 H 0.70 1.68 -0.99  O16 1.025
18 H 0.31 3.06 -0.33  O16 0.972
19 O -1.14 -2.34 -0.45  H20 1.054, H21 1.004
20 H -0.63 -2.04 0.43  O19 1.054
21 H -0.82 -3.29 -0.52  O19 1.004

---

3 | Molecular formula: H14O7
Method: DFT, wB97M-V/def2-TZVPD

Values from the calculation:
* frontier orbital gap: 10.783 eV

Bonds (Å) are listed after each position.
Geometry (Å):
1 O 10.34 18.64 10.41  H2 0.919, H3 0.980
2 H 9.51 18.76 10.04  O1 0.919
3 H 10.47 17.68 10.53  O1 0.980
4 O 13.68 17.57 12.31  H5 0.947, H6 0.946
5 H 12.97 17.96 12.81  O4 0.947
6 H 14.04 16.92 12.91  O4 0.946
7 O 8.02 19.76 13.83  H8 0.946, H9 0.962
8 H 7.10 19.77 14.06  O7 0.946
9 H 8.19 20.22 13.00  O7 0.962
10 O 11.52 16.35 11.28  H11 0.990, H12 0.937
11 H 12.36 16.86 11.44  O10 0.990
12 H 11.79 15.54 10.89  O10 0.937
13 O 10.94 18.90 12.97  H14 0.937, H15 0.933
14 H 10.07 19.00 13.32  O13 0.937
15 H 10.71 18.88 12.07  O13 0.933
16 O 9.08 18.12 15.77  H17 0.970, H18 0.902
17 H 8.46 18.58 15.18  O16 0.970
18 H 8.64 18.05 16.55  O16 0.902
19 O 9.19 16.67 12.82  H20 0.958, H21 0.948
20 H 9.38 16.37 11.92  O19 0.958
21 H 9.76 17.41 12.98  O19 0.948

---

Order from most stable to least stable according to the calculation: 1, 3, 2